The following is a DFT calculation (ωB97M-V with the def2-TZVPD basis set) of a gas-phase ion, C21H17N2O4S2 (charge -1) at a distorted geometry.

Cartesian coordinates (Å):
S 2.26417 1.01630 1.27555
S -0.50624 0.31242 0.15326
O 0.07970 -0.60448 -0.81884
O -1.66631 1.10943 -0.23747
O 3.26077 1.42174 0.28767
O 2.38193 1.49509 2.63896
N 0.62802 2.48446 -1.56454
N 1.04817 1.20241 -3.34454
C -2.99820 -2.55772 2.65194
C -2.53630 1.96753 -4.11002
C 2.92518 -1.45237 0.20298
C 3.09591 -2.83515 0.24224
C 0.60366 2.76711 -0.13638
C 1.53524 1.65941 -2.18864
C -1.68903 3.23595 -2.19285
C 2.46494 -0.78087 1.33663
C -0.22164 1.73132 -3.49471
C -1.28133 1.38727 -4.33874
C -3.19960 -1.17575 2.76100
C 2.26310 -1.47228 2.53505
C 2.82501 -3.54287 1.41477
C 0.71202 1.46393 0.60326
C 2.40907 -2.85968 2.56138
C -1.24539 -0.77843 1.38687
C -1.88805 -3.04194 1.95347
C -2.72020 2.91539 -3.08527
C -2.33065 -0.28574 2.12682
C -0.46699 2.62320 -2.41226
C -1.01317 -2.15717 1.31602
H -3.68415 3.41111 -2.96288
H -3.70986 -3.25090 3.10700
H -3.39352 1.69043 -4.73007
H -0.32440 3.28588 0.11541
H -1.07815 0.67450 -5.13596
H -2.51190 0.78740 2.15736
H -4.05125 -0.77980 3.31555
H -1.79101 3.93653 -1.36276
H 3.43967 -3.34492 -0.65674
H 2.93898 -4.62817 1.43790
H 1.47533 3.37519 0.12888
H -0.17080 -2.53523 0.73637
H 1.97695 -0.91227 3.42407
H -1.70578 -4.11421 1.86865
H 3.14722 -0.88380 -0.69826
H 2.20181 -3.40506 3.48327
H 2.50703 1.44481 -1.75139

Forces on the atoms, in the same order (eV/Å):
-1.1 0.1 -1.1
1.0 0.7 -0.6
-0.6 -0.2 0.5
0.4 -0.3 0.1
0.5 0.4 0.6
0.4 -0.2 -0.1
0.0 0.9 -1.1
1.1 0.0 0.5
0.2 0.2 0.0
0.5 0.0 -0.2
-0.2 0.1 0.1
0.0 0.2 0.1
0.7 -0.7 0.5
-1.9 0.0 -1.7
-0.3 0.2 -0.6
-0.1 -0.2 0.3
0.0 0.6 1.3
0.0 0.3 -0.1
0.2 0.0 -0.1
-0.3 0.1 -0.3
-0.1 0.2 0.1
-0.6 -1.5 1.6
0.2 0.0 -0.1
-0.4 -0.3 0.2
0.0 0.2 0.0
0.4 0.3 0.5
0.2 -0.3 0.0
0.4 -1.2 0.2
0.0 0.3 0.2
0.2 -0.3 0.0
0.3 0.2 -0.1
0.4 0.1 0.1
0.2 0.0 -0.2
-0.3 0.1 0.1
0.0 -0.3 -0.1
0.2 -0.2 -0.1
-0.3 -0.3 -0.2
-0.1 0.0 0.2
0.0 0.3 0.0
-0.3 0.1 0.0
-0.2 0.2 0.1
0.0 -0.1 -0.2
-0.1 0.3 0.1
-0.2 -0.2 0.2
0.1 0.1 -0.2
-0.4 -0.1 -0.1

Computed properties:
ΔE to the lowest compared entry with this formula, charge and spin, kJ/mol: 20.14
Net charge: -1
LUMO level, Ha: 0.10439
SMILES: O=S(=O)(C(Cn1cnc2ccccc21)=[S@](=O)([O-])c1ccccc1)c1ccccc1
Calculated total energy, Ha: -2017.29515
Multiplicity: 1
Gap between HOMO and LUMO, eV: 7.1
E_HOMO, eV: -4.26

Löwdin atomic charge list, values in e, 4 entries:
1. S 0.670
2. S 0.680
3. O -0.329
4. O -0.323

=====

The following is a DFT calculation (ωB97M-V with the def2-TZVPD basis set) of C6H10O2 in the gas phase at a distorted geometry.

Cartesian coordinates (Å):
O 2.38475 0.84686 0.37481
O 1.00786 1.27542 -1.51738
C 0.23184 -0.43553 0.12901
C -2.16529 0.06963 -0.74657
C -1.20923 -0.24201 0.35463
C 0.86886 -1.59059 0.84257
C 1.09256 0.77160 -0.19220
C -0.04338 0.93868 0.75077
H 1.26713 2.20992 -1.50443
H -1.66969 -0.77068 1.18372
H 3.00380 0.38850 -0.21522
H -1.66902 0.53700 -1.59908
H -0.60256 1.84064 0.52381
H -2.65047 -0.85431 -1.08092
H 1.93996 -1.67064 0.64475
H -2.95509 0.73578 -0.38538
H 0.41875 -2.53219 0.50870
H 0.74921 -1.51808 1.92840

Forces on the atoms, in the same order (eV/Å):
-1.1 -0.2 -0.6
0.6 -0.1 0.3
0.4 -1.9 1.3
-0.3 0.3 -0.2
2.4 0.8 -3.0
0.4 -0.7 0.4
-2.1 -1.1 -1.6
-0.3 2.3 2.3
-0.1 -0.2 0.1
0.6 0.2 0.3
-0.2 0.2 0.0
0.0 -0.1 0.1
-0.1 -0.1 0.8
0.0 0.1 0.0
0.0 0.2 0.0
0.0 0.0 -0.1
-0.1 0.2 0.0
-0.1 0.1 -0.1

Computed properties:
ΔE to the lowest compared entry with this formula, charge and spin, kJ/mol: 525.84
LUMO level, Ha: 0.02296
SMILES: C[C@@H]1[C@@H]2C(O)(O)[C@]12C
Calculated total energy, Ha: -384.90212
Multiplicity: 1
Gap between HOMO and LUMO, eV: 7.7
E_HOMO, eV: -7.10

Löwdin atomic charge list, values in e, 4 entries:
1. O 0.052
2. O 0.025
3. C -0.256
4. C -0.077

=====

The following is a DFT calculation (ωB97M-V with the def2-TZVPD basis set) of C4H8O2 in the gas phase at a distorted geometry.

Cartesian coordinates (Å):
O 0.03547 -1.38626 -0.14859
O 1.89251 -0.41244 -0.67318
C -1.11927 -0.59839 -0.46467
C 1.09347 -0.49226 0.45059
C 0.33858 0.77526 0.81400
C -0.69091 0.85886 -0.31331
H -1.49404 -0.83557 -1.47040
H -0.20285 1.21974 -1.22519
H 1.55657 -1.02713 1.29318
H 0.97825 1.65966 0.87636
H 1.18085 -1.02474 -1.10099
H -1.88233 -0.87891 0.26471
H -1.53370 1.51419 -0.08607
H -0.15260 0.62799 1.78355

Forces on the atoms, in the same order (eV/Å):
-0.2 0.1 1.2
-0.5 -0.5 -0.6
-0.3 0.1 0.2
-1.2 -0.6 0.1
0.0 0.0 0.0
-0.1 0.1 0.0
0.3 -0.1 0.3
-0.1 -0.1 0.1
-0.1 0.1 -0.3
0.0 -0.2 0.0
2.2 0.8 -0.9
-0.2 0.2 -0.1
0.1 0.0 0.0
0.1 0.1 -0.1

Computed properties:
ΔE to the lowest compared entry with this formula, charge and spin, kJ/mol: 160.90
LUMO level, Ha: 0.03669
SMILES: O[C@H]1CCCO1
Calculated total energy, Ha: -307.65115
Multiplicity: 1
Gap between HOMO and LUMO, eV: 11.3
E_HOMO, eV: -10.28

Löwdin atomic charge list, values in e, 4 entries:
1. O -0.130
2. O -0.020
3. C -0.189
4. C -0.370

=====

The following is a DFT calculation (ωB97M-V with the def2-TZVPD basis set) of 3 unconnected molecules or ions with the total composition C2H9O3 at a distorted geometry.

Cartesian coordinates (Å):
O 0.69333 -1.25883 -0.43405
O -2.18457 -0.06590 2.65640
O -1.66878 -1.19087 0.18019
C 0.96662 1.17994 -0.74044
C 1.38563 -0.25811 -1.05637
H -1.46628 -0.13230 3.26941
H -1.91186 -0.56946 1.86511
H 0.80633 1.30793 0.33353
H 2.48406 -0.31571 -0.87348
H 1.33094 -0.37546 -2.16762
H -0.41048 -1.04976 -0.19974
H 1.85835 1.75193 -1.04390
H -1.97480 -0.59897 -0.52619
H 0.09152 1.57557 -1.26283

Forces on the atoms, in the same order (eV/Å):
0.0 0.2 0.3
-0.7 0.3 0.3
0.3 0.8 -0.5
0.8 0.2 0.1
-0.1 -0.2 -0.9
0.6 -0.1 0.4
0.0 -0.2 -1.0
0.1 0.0 0.0
-0.3 -0.2 0.3
0.0 0.1 0.1
0.3 -1.0 0.4
-0.4 0.4 0.1
-0.4 -0.2 0.4
0.0 -0.3 0.0

Computed properties:
ΔE to the lowest compared entry with this formula, charge and spin, kJ/mol: 43.02
Net charge: -1
LUMO level, Ha: 0.15611
Calculated total energy, Ha: -307.33016
Multiplicity: 1
Gap between HOMO and LUMO, eV: 8.4
E_HOMO, eV: -4.17

Löwdin atomic charge list, values in e, 4 entries:
1. O -0.207
2. O -0.111
3. O -0.355
4. C -0.122

=====

The following is a DFT calculation (ωB97M-V with the def2-TZVPD basis set) of a gas-phase ion, C4H12N8 (charge +2) at a distorted geometry.

Cartesian coordinates (Å):
N -2.41910 -0.16714 -0.79151
N -1.84205 0.97428 -0.54141
N 1.55708 -0.38956 0.25895
N -0.87181 0.83975 0.37607
N -0.00337 1.73827 0.77419
N -0.10290 2.94075 0.18799
N 1.50163 -1.07447 -1.04289
N -1.68017 -2.44958 -0.32776
C 0.53743 -0.94193 1.19588
C -1.72931 -1.07923 -0.15562
C 1.94534 0.91356 0.31825
C -0.72343 -0.46622 0.60850
H -1.40783 -2.92231 0.51781
H 0.57457 -1.05962 -1.45648
H 2.40530 1.25592 1.22536
H 2.42431 -0.85365 -1.55533
H 2.29523 1.30935 -0.56323
H 0.58366 -2.14359 1.32858
H 0.76679 -0.41080 2.10186
H 0.07108 3.80552 0.66973
H -0.51845 3.14686 -0.68723
H -2.56796 -2.71546 -0.75629
H -2.37565 1.89714 -0.81553
H 1.57963 -2.14786 -0.86990

Forces on the atoms, in the same order (eV/Å):
-0.8 -1.5 -0.6
-1.5 3.4 -0.9
0.8 -2.0 -0.5
-0.2 0.7 -0.5
2.6 1.0 0.1
-0.5 1.2 0.0
2.3 -1.9 1.5
-1.3 1.0 -0.9
0.1 -1.7 0.0
1.6 -0.6 0.4
-2.8 -1.4 1.4
-0.1 -0.1 0.4
-0.6 -0.5 0.1
-0.2 0.9 -1.1
-0.2 0.0 0.5
-2.1 0.0 0.1
0.6 1.2 -2.0
0.2 3.0 -0.3
0.0 -0.3 0.8
0.2 -0.4 1.0
-0.3 -0.7 -1.1
0.4 -0.9 0.3
1.6 -2.2 1.2
0.2 1.8 0.1

Computed properties:
ΔE to the lowest compared entry with this formula, charge and spin, kJ/mol: 79.86
Net charge: +2
LUMO level (spin up / spin down), Ha: -0.29780 / -0.29767
Calculated total energy, Ha: -596.79595
Multiplicity: 1
Gap between HOMO and LUMO (spin up / spin down), eV: 7.5 / 7.5
E_HOMO (spin up / spin down), eV: -15.64 / -15.64

Löwdin atomic charge list, values in e, 4 entries:
1. N 0.161
2. N 0.055
3. N -0.158
4. N -0.058

=====

The following is a DFT calculation (ωB97M-V with the def2-TZVPD basis set) of C3H7NO2 in the gas phase at a distorted geometry.

Cartesian coordinates (Å):
O 0.92727 1.86974 0.69329
O 0.75174 -2.27403 -0.93695
N -1.34101 1.65017 0.52431
C -0.03314 1.17618 0.45061
C 1.00295 -0.91664 -0.71946
C -0.00381 -0.33991 0.27382
H 0.25709 -0.83196 1.23738
H 0.84248 -0.31188 -1.64677
H -1.80365 1.19530 1.29902
H -1.01317 -0.69628 0.04254
H -1.49509 2.64134 0.44375
H -0.16024 -2.45003 -1.10592
H 2.06858 -0.71200 -0.55561

Forces on the atoms, in the same order (eV/Å):
0.2 -0.2 -1.0
1.6 -0.5 0.3
-0.3 -0.3 -0.5
0.2 -0.1 1.3
-0.9 1.9 -1.8
0.8 -0.7 1.3
-0.2 0.6 -0.2
0.0 -0.6 0.1
-0.5 0.1 -0.3
0.2 0.1 -0.3
0.3 0.2 0.5
-0.9 0.2 -0.2
-0.4 -0.6 0.8

Computed properties:
ΔE to the lowest compared entry with this formula, charge and spin, kJ/mol: 129.79
LUMO level, Ha: 0.02649
SMILES: NC(=O)CCO
Calculated total energy, Ha: -323.73153
Multiplicity: 1
Gap between HOMO and LUMO, eV: 10.7
E_HOMO, eV: -9.99

Löwdin atomic charge list, values in e, 4 entries:
1. O 0.083
2. O -0.047
3. N 0.114
4. C -0.519